18
Properties=species:S:1:pos:R:3:forces:R:3 method="wB97M-V/def2-TZVPD" gap_ev=9.62 spin_multiplicity=1 smiles="C=C(CO)OC.C=O" max_force_ev_per_a=0.47 de_lowest_kj_mol=284.14 e_homo_ev=-8.92
C -1.64790 1.96338 0.96615 0.26 0.33 0.21
C -0.53605 -0.58050 -0.79871 0.20 -0.23 -0.21
C 1.37335 -1.74306 0.91381 -0.10 -0.30 0.26
C 0.87742 -0.05458 -0.71120 -0.27 0.07 -0.09
C 1.27338 0.98942 -1.43253 0.04 -0.11 0.09
O -1.21586 -0.34862 0.42821 0.08 -0.29 0.16
O 1.77962 -0.65806 0.10961 -0.01 0.29 -0.17
O -2.80351 2.01078 0.65092 -0.38 0.10 -0.08
H -2.15001 -0.55880 0.31520 0.03 0.06 -0.01
H -1.31979 1.68987 1.98132 -0.07 -0.04 0.09
H -0.83132 2.24725 0.28525 0.01 0.01 -0.13
H -0.52374 -1.65863 -1.01795 0.00 0.16 -0.04
H -1.04445 -0.06491 -1.62014 0.14 -0.06 0.05
H 2.21638 -1.94688 1.57227 -0.07 -0.05 -0.04
H 0.49311 -1.49700 1.51211 0.11 -0.06 -0.05
H 1.17057 -2.63570 0.31143 0.02 0.06 0.06
H 2.28447 1.34749 -1.36733 0.25 0.04 0.03
H 0.60434 1.49856 -2.09841 -0.24 0.04 -0.11

---

42
Properties=species:S:1:pos:R:3:forces:R:3 method="wB97M-V/def2-TZVPD" gap_ev=7.13 spin_multiplicity=1 max_force_ev_per_a=2.89 total_charge=+1 de_lowest_kj_mol=214.66 e_homo_ev=-12.34
C -2.05336 -0.58746 1.44404 0.15 -0.25 0.51
C -0.91020 -0.71235 0.38213 -0.66 1.22 -0.25
C 0.35222 -0.95841 0.97300 0.49 -1.92 -2.11
C 1.56879 -1.29412 0.20659 1.11 0.51 1.14
Si 3.08626 -0.74945 1.41064 -0.14 0.95 -0.48
C 4.67544 -1.05104 0.51142 0.08 -0.12 -0.18
C 2.80440 1.10113 1.68928 0.09 -0.04 0.02
C 3.09283 -1.62315 3.04898 -0.27 -0.39 0.15
H -2.86207 0.17315 1.43332 0.89 -0.09 -0.92
H -2.61532 -1.50988 1.61075 0.33 -0.17 -0.26
H -1.50448 -0.38547 2.37821 -0.39 -0.12 -0.16
H -0.99358 -1.12902 -0.67662 0.00 -0.55 1.69
H 0.46872 -1.18214 2.05817 -0.62 0.50 -0.71
H 1.81285 -2.38018 0.16500 -0.49 0.38 0.32
H 1.73027 -0.88256 -0.80652 -0.73 -0.17 0.46
H 5.50085 -0.53350 1.01180 -0.11 -0.05 -0.04
H 4.92025 -2.11682 0.48383 0.00 0.08 -0.04
H 4.62331 -0.68602 -0.51708 0.07 -0.01 0.03
H 3.60608 1.50531 2.33795 -0.43 -0.10 -0.31
H 2.81817 1.65501 0.73187 0.06 -0.22 0.46
H 1.83372 1.28841 2.18636 0.38 0.00 -0.15
H 3.82447 -1.15527 3.71621 -0.04 0.09 -0.17
H 2.13689 -1.60109 3.57827 0.02 0.02 0.01
H 3.38728 -2.67174 2.95674 -0.04 0.03 -0.05
C 0.74418 2.18803 -1.51010 -0.20 -0.57 -0.19
O 0.06761 0.87234 -1.57068 -0.97 0.55 0.55
C -1.08934 0.73960 -0.75610 1.38 0.83 -1.22
C -2.39999 0.65143 -1.47135 -0.93 -0.69 -1.16
C -3.56424 1.26208 -0.94453 0.18 -0.42 0.03
C -4.84535 0.98318 -1.47135 1.21 0.08 -1.71
C -4.95666 0.29278 -2.71408 1.11 -0.71 2.55
C -3.81515 -0.35446 -3.20276 0.23 0.49 -0.94
C -2.54539 -0.11598 -2.66703 0.65 0.11 0.54
H 1.51949 2.27759 -2.27795 -0.36 -0.72 -0.07
H 0.09083 3.03962 -1.66042 -0.58 -0.18 0.00
H 1.24214 2.29189 -0.56976 0.16 0.01 0.79
H -1.12793 1.43096 0.03849 0.07 1.17 0.76
H -3.42149 1.99619 -0.14224 -0.35 -0.56 0.03
H -5.73734 1.33931 -1.00068 -0.21 0.46 0.20
H -5.92258 0.06372 -3.11644 -0.31 0.10 -0.25
H -3.92331 -1.00635 -4.08460 0.22 0.49 0.42
H -1.61927 -0.46527 -3.19275 -1.04 -0.02 0.68

---

97
Properties=species:S:1:pos:R:3:forces:R:3 method="wB97M-V/def2-TZVPD" gap_ev=8.56 spin_multiplicity=1 max_force_ev_per_a=1.20 total_charge=+1 e_homo_ev=-10.81
C 4.45453 0.42011 -0.53408 -0.03 -0.14 0.05
C 3.24509 0.86026 -0.22777 0.02 -0.10 -0.10
C 2.14179 1.05097 -1.24328 0.04 0.02 0.19
C 2.08640 2.52676 -1.66326 -0.17 0.07 0.37
S 3.64479 3.08066 -2.41538 0.05 -0.01 -0.06
C 0.87793 2.81863 -2.55190 0.05 -0.17 -0.09
P 1.21935 2.23883 -4.30308 0.36 -0.27 0.21
N 2.06244 0.93369 -4.47626 -0.12 0.20 -0.13
C -0.43128 2.46369 -1.82895 -0.13 0.03 -0.12
C -1.70245 2.76432 -2.62683 -0.03 0.21 0.23
C -2.12897 4.25217 -2.52196 0.04 -0.13 -0.36
N -2.39750 4.80909 -3.85560 -0.02 0.25 0.20
N -0.49618 1.05578 -1.22287 -0.01 -0.11 -0.43
C -1.61300 1.05671 -0.15450 -0.03 -0.04 0.17
C -2.73906 0.04727 -0.33779 -0.04 0.08 0.11
C -3.63224 0.06203 0.91677 0.07 0.04 0.09
C -3.32049 -1.13217 1.81853 0.32 0.16 0.01
N -3.62658 -0.88245 3.22728 -0.59 -0.24 -0.15
C -5.05184 -0.64160 3.45693 0.06 0.02 -0.04
C -3.05761 -1.93358 4.02004 -0.55 0.20 -0.29
C -3.85255 -3.17596 4.30622 -0.20 -0.10 0.41
O -1.91876 -1.83796 4.35590 1.19 -0.05 0.18
O -0.98070 0.11671 -2.18430 0.14 0.23 0.27
C -0.05999 -0.61369 -3.02854 0.05 0.03 -0.15
C -0.64554 -2.01707 -3.20527 0.08 0.00 0.08
N -0.15124 -2.70090 -4.38108 0.04 0.02 0.10
C 1.27774 -3.01246 -4.33995 0.05 0.02 0.00
C 1.65153 -4.19494 -3.41656 0.13 0.13 -0.02
C 0.52665 -5.19745 -3.21241 0.12 -0.14 0.02
O 2.82384 -4.80301 -3.96755 -0.08 -0.04 0.07
C 0.81955 0.67756 -0.52894 0.29 -0.15 0.21
C 0.76617 -0.77736 -0.02437 -0.03 -0.18 0.03
C 0.90543 -0.88870 1.50141 -0.06 -0.09 0.03
C 1.05728 -2.33030 1.98635 -0.15 -0.03 -0.11
Cl 2.00353 -2.42166 3.49449 -0.05 0.05 0.01
H 4.71149 0.10940 -1.54156 0.00 0.01 0.03
H 5.22748 0.35927 0.22213 -0.01 -0.02 -0.06
H 3.02998 1.15400 0.79254 -0.01 0.18 0.11
H 2.37089 0.41926 -2.10016 -0.16 0.12 -0.13
H 1.97096 3.10366 -0.73487 -0.02 -0.01 -0.07
H 3.24868 4.35622 -2.49765 0.07 0.12 0.01
H 0.82432 3.91236 -2.63568 -0.13 -0.06 -0.20
H 1.69161 3.42293 -4.87910 -0.10 0.11 -0.09
H -0.07201 2.12239 -4.82427 -0.12 0.12 -0.07
H 2.95658 1.08799 -4.92517 0.07 -0.07 0.11
H -0.44826 3.10292 -0.93778 0.12 -0.18 0.08
H -2.50851 2.12308 -2.27235 -0.02 0.01 -0.14
H -1.57044 2.56202 -3.68346 -0.03 -0.19 0.02
H -3.03017 4.31445 -1.91093 0.09 0.08 0.10
H -1.34703 4.83104 -2.02097 -0.06 0.00 0.08
H -3.32278 5.21721 -3.90067 -0.02 -0.14 -0.04
H -1.76613 5.57299 -4.06490 0.04 -0.10 -0.03
H -1.11260 0.91240 0.80162 -0.08 -0.03 -0.04
H -2.04211 2.05540 -0.16139 0.06 0.03 0.07
H -2.33780 -0.95672 -0.47014 -0.07 0.02 -0.18
H -3.31841 0.30876 -1.22104 0.06 -0.13 -0.07
H -4.68124 0.05515 0.61965 0.03 0.01 0.02
H -3.47451 0.97596 1.49957 -0.02 -0.01 -0.04
H -2.24750 -1.34791 1.76186 -0.03 0.04 0.04
H -3.84218 -2.02600 1.43559 -0.03 0.05 0.00
H -5.33012 0.29274 2.96965 -0.02 -0.03 0.03
H -5.70449 -1.43850 3.07672 0.00 0.03 -0.04
H -5.23249 -0.51564 4.52476 0.01 -0.03 -0.05
H -3.60862 -3.91731 3.54061 -0.01 0.07 -0.02
H -4.92869 -3.02997 4.31689 0.00 -0.02 -0.03
H -3.52997 -3.57732 5.26671 -0.02 -0.03 -0.09
H 0.92409 -0.64992 -2.58293 0.01 -0.02 -0.04
H 0.03152 -0.11309 -3.99214 -0.09 -0.05 0.07
H -0.38117 -2.61771 -2.32991 -0.14 0.01 0.02
H -1.73672 -1.95012 -3.23494 0.04 0.02 -0.09
H -0.35486 -2.16433 -5.21520 -0.06 -0.05 0.01
H 1.88010 -2.13443 -4.06658 0.09 -0.06 -0.05
H 1.59856 -3.29751 -5.34283 -0.14 -0.02 0.01
H 1.98134 -3.80585 -2.44545 -0.13 -0.03 0.02
H -0.15570 -4.89596 -2.41619 -0.04 0.09 -0.11
H 0.95357 -6.15467 -2.90019 -0.02 0.05 -0.02
H -0.05409 -5.33122 -4.12467 0.02 -0.06 0.01
H 2.59341 -5.67212 -4.31287 0.01 0.09 -0.02
H 0.81173 1.34069 0.34528 -0.20 0.01 -0.09
H 1.57482 -1.34493 -0.49620 -0.01 0.08 0.01
H -0.16353 -1.25173 -0.35318 0.07 0.03 0.06
H 0.02787 -0.45553 1.99333 0.11 0.08 0.05
H 1.77315 -0.32667 1.83829 0.06 0.07 -0.02
H 1.57809 -2.95241 1.25875 0.00 0.06 0.00
H 0.08715 -2.77517 2.20710 0.06 -0.04 -0.06
Cl 5.25875 2.92506 5.68727 -0.02 -0.01 0.03
C 3.81918 2.13568 6.22742 0.04 0.03 -0.01
C 3.05392 1.36659 5.36065 0.03 0.00 -0.10
Cl 3.53416 1.16652 3.70392 -0.01 0.02 -0.05
C 1.90085 0.74208 5.80510 -0.04 0.00 0.07
C 1.50911 0.88549 7.12494 0.01 0.01 0.04
C 2.27073 1.65122 7.99689 -0.02 -0.02 -0.01
C 3.42272 2.27521 7.54940 -0.01 -0.01 0.01
H 1.32016 0.14047 5.12236 0.00 -0.05 -0.07
H 0.61002 0.39208 7.46722 0.00 0.00 0.02
H 1.97137 1.76280 9.02986 0.00 0.00 0.01
H 4.02569 2.87325 8.21785 0.01 0.01 -0.01